(1)
{"formula": "C24H64FeLi2O32P2S8", "method": "wB97M-V/def2-TZVPD", "symbols": ["Li", "Li", "Fe", "P", "O", "O", "O", "O", "P", "O", "O", "O", "O", "O", "S", "O", "O", "C", "C", "C", "H", "H", "H", "H", "H", "H", "H", "H", "O", "S", "O", "O", "C", "C", "C", "H", "H", "H", "H", "H", "H", "H", "H", "O", "S", "O", "O", "C", "C", "C", "H", "H", "H", "H", "H", "H", "H", "H", "O", "S", "O", "O", "C", "C", "C", "H", "H", "H", "H", "H", "H", "H", "H", "O", "S", "O", "O", "C", "C", "C", "H", "H", "H", "H", "H", "H", "H", "H", "O", "S", "O", "O", "C", "C", "C", "H", "H", "H", "H", "H", "H", "H", "H", "O", "S", "O", "O", "C", "C", "C", "H", "H", "H", "H", "H", "H", "H", "H", "O", "S", "O", "O", "C", "C", "C", "H", "H", "H", "H", "H", "H", "H", "H"], "positions_angstrom": [[0.54, -0.36, -2.28], [3.15, 0.44, -1.89], [-1.44, -0.55, 1.05], [0.73, -0.12, 0.31], [-0.10, 0.85, 1.21], [-0.50, -0.42, -0.63], [0.31, -1.42, 1.00], [1.93, 0.27, -0.44], [2.34, -0.62, -3.83], [2.46, -0.66, -5.38], [1.54, -1.75, -3.20], [1.80, 0.74, -3.24], [3.81, -0.70, -3.36], [4.52, 1.67, -0.72], [5.00, 1.27, 0.58], [5.43, -0.07, 0.84], [6.23, 2.31, 0.99], [6.94, 2.03, 2.20], [8.14, 1.14, 1.91], [3.81, 1.85, 1.80], [6.30, 1.50, 2.91], [7.27, 3.00, 2.57], [8.84, 1.53, 1.16], [7.86, 0.20, 1.44], [8.68, 0.99, 2.85], [2.91, 1.26, 1.66], [3.71, 2.93, 1.67], [4.18, 1.62, 2.80], [-0.39, 4.79, 0.62], [-0.52, 4.10, -0.64], [-1.63, 3.17, -0.85], [-0.63, 5.22, -1.77], [-0.86, 4.90, -3.12], [-1.51, 6.01, -3.92], [0.99, 3.31, -1.08], [-1.52, 4.03, -3.15], [0.07, 4.51, -3.56], [-0.98, 6.95, -3.76], [-2.55, 6.11, -3.62], [-1.52, 5.66, -4.95], [0.98, 2.80, -2.04], [1.29, 2.68, -0.25], [1.71, 4.14, -1.03], [-2.20, -2.28, 0.34], [-2.02, -3.70, 0.12], [-2.25, -4.66, 1.18], [-2.95, -4.11, -1.16], [-2.97, -5.51, -1.49], [-2.51, -5.75, -2.93], [-0.39, -3.97, -0.57], [-4.00, -5.83, -1.28], [-2.44, -6.20, -0.83], [-2.87, -6.75, -3.20], [-1.42, -5.70, -2.94], [-2.91, -5.10, -3.71], [-0.23, -3.16, -1.28], [-0.41, -4.99, -0.96], [0.34, -3.99, 0.23], [-3.02, 0.20, -0.03], [-4.24, 0.46, -0.74], [-5.06, -0.69, -1.05], [-5.00, 1.63, 0.06], [-6.24, 2.10, -0.46], [-7.29, 2.20, 0.67], [-3.87, 1.29, -2.34], [-6.67, 1.48, -1.24], [-6.08, 3.14, -0.77], [-6.82, 2.55, 1.58], [-7.72, 1.22, 0.91], [-8.13, 2.83, 0.36], [-3.57, 2.30, -2.06], [-4.72, 1.20, -3.00], [-3.00, 0.78, -2.77], [-2.85, 1.22, 4.93], [-2.45, 1.75, 3.63], [-2.26, 0.83, 2.54], [-3.45, 2.96, 3.25], [-3.15, 3.77, 2.11], [-4.34, 4.64, 1.71], [-0.92, 2.67, 3.86], [-2.76, 3.20, 1.27], [-2.33, 4.44, 2.40], [-5.17, 4.06, 1.31], [-3.99, 5.31, 0.93], [-4.85, 5.07, 2.57], [-1.19, 3.49, 4.53], [-0.59, 3.17, 2.95], [-0.19, 1.94, 4.20], [2.70, -5.08, -0.38], [3.31, -4.06, 0.43], [2.86, -3.88, 1.79], [4.91, -4.47, 0.51], [5.76, -3.76, 1.39], [6.99, -4.62, 1.64], [3.42, -2.57, -0.54], [5.23, -3.58, 2.33], [6.00, -2.76, 1.01], [7.76, -4.66, 0.87], [6.73, -5.65, 1.87], [7.59, -4.18, 2.44], [3.85, -1.79, 0.10], [2.42, -2.23, -0.80], [4.05, -2.69, -1.42], [-2.13, -3.14, 4.81], [-1.15, -2.32, 4.12], [-1.49, -1.74, 2.84], [-0.80, -1.06, 5.07], [-0.37, -1.34, 6.42], [-1.50, -0.83, 7.32], [0.41, -3.19, 3.94], [0.44, -0.65, 6.65], [-0.16, -2.38, 6.64], [-1.70, 0.23, 7.14], [-1.15, -0.86, 8.36], [-2.41, -1.41, 7.25], [0.90, -2.78, 3.05], [0.27, -4.26, 3.92], [0.98, -2.99, 4.84], [-1.18, -0.75, -3.42], [-1.68, -1.24, -4.67], [-2.97, -1.87, -4.72], [-1.69, 0.01, -5.73], [-0.55, 0.86, -5.74], [-0.64, 2.02, -4.77], [-0.43, -2.28, -5.47], [-0.38, 1.33, -6.71], [0.35, 0.23, -5.64], [-0.78, 1.66, -3.75], [-1.52, 2.62, -5.04], [0.19, 2.72, -4.80], [0.57, -1.93, -5.17], [-0.59, -2.22, -6.54], [-0.60, -3.32, -5.20]], "homo_ev": [-3.0, -3.0], "multiplicity": 6, "lumo_ev": [1.5, 1.5], "mol_weight_g_mol": 1252.955, "charge": -1, "gap_ha": [0.1651, 0.1649]}



(2)
{"formula": "C24H65BF4N4O9", "method": "wB97M-V/def2-TZVPD", "symbols": ["O", "H", "C", "O", "C", "C", "N", "H", "H", "C", "C", "O", "C", "H", "H", "H", "H", "H", "H", "H", "H", "H", "H", "H", "H", "H", "H", "C", "O", "C", "C", "N", "H", "H", "C", "C", "O", "C", "H", "H", "H", "H", "H", "H", "H", "H", "H", "H", "H", "H", "H", "H", "C", "O", "C", "C", "N", "H", "H", "C", "C", "O", "C", "H", "H", "H", "H", "H", "H", "H", "H", "H", "H", "H", "H", "H", "H", "C", "O", "C", "C", "N", "H", "H", "C", "C", "O", "C", "H", "H", "H", "H", "H", "H", "H", "H", "H", "H", "H", "H", "H", "H", "B", "F", "F", "F", "F"], "positions_angstrom": [[0.11, 0.14, 0.03], [-0.25, -0.19, 0.87], [2.56, -4.47, 3.11], [1.94, -3.21, 2.83], [0.49, -3.22, 2.78], [0.11, -1.87, 2.25], [0.92, -1.29, 1.08], [0.61, -0.33, 1.02], [1.88, -1.12, 1.34], [0.69, -1.92, -0.33], [1.57, -3.11, -0.57], [2.94, -2.84, -0.69], [3.70, -3.79, -1.46], [3.58, -4.23, 3.41], [2.72, -5.21, 2.32], [1.98, -4.86, 3.95], [-0.03, -3.45, 3.71], [0.24, -3.91, 1.98], [0.18, -1.07, 2.99], [-0.92, -1.90, 1.91], [0.84, -1.09, -1.01], [-0.38, -2.14, -0.29], [1.18, -3.66, -1.42], [1.45, -3.89, 0.19], [3.32, -4.80, -1.58], [4.74, -3.95, -1.19], [3.71, -3.37, -2.47], [-2.88, -2.00, -2.94], [-3.05, -1.50, -1.67], [-2.10, -1.84, -0.71], [-2.52, -0.87, 0.38], [-1.98, 0.58, 0.42], [-2.23, 1.04, 1.28], [-0.98, 0.43, 0.39], [-2.51, 1.52, -0.69], [-3.98, 1.92, -0.70], [-4.36, 2.09, 0.65], [-5.75, 2.40, 0.71], [-3.53, -1.75, -3.78], [-2.99, -3.07, -2.82], [-1.90, -1.86, -3.41], [-1.05, -1.68, -0.98], [-2.43, -2.85, -0.48], [-2.09, -1.24, 1.31], [-3.58, -0.65, 0.53], [-2.20, 1.26, -1.70], [-1.85, 2.36, -0.46], [-4.52, 1.09, -1.15], [-4.17, 2.82, -1.28], [-6.16, 2.37, 1.72], [-6.32, 1.71, 0.09], [-5.98, 3.37, 0.27], [-0.57, -3.01, -3.30], [-0.45, -1.72, -2.78], [-0.37, -0.78, -3.80], [0.17, 0.60, -3.31], [1.03, 0.59, -1.97], [1.26, 1.57, -1.91], [0.55, 0.29, -1.14], [2.36, -0.24, -1.91], [3.14, -0.18, -0.51], [3.31, 1.12, -0.03], [4.19, 1.95, -0.66], [-0.88, -3.76, -2.57], [0.42, -3.29, -3.65], [-1.32, -3.13, -4.08], [-1.26, -0.70, -4.41], [0.42, -1.10, -4.48], [-0.71, 1.23, -3.18], [0.79, 1.04, -4.09], [2.99, -0.06, -2.78], [1.98, -1.27, -1.92], [4.06, -0.75, -0.49], [2.48, -0.66, 0.22], [4.12, 2.94, -0.21], [3.89, 2.02, -1.70], [5.16, 1.46, -0.65], [-2.58, 3.38, 1.80], [-1.29, 2.89, 1.38], [-0.83, 1.77, 2.10], [0.67, 1.72, 2.19], [1.45, 1.48, 0.81], [2.37, 1.15, 1.10], [1.03, 0.64, 0.43], [1.37, 2.48, -0.33], [2.11, 3.85, -0.01], [2.04, 4.23, 1.42], [2.44, 5.52, 1.85], [-2.69, 3.64, 2.86], [-3.29, 2.62, 1.50], [-2.72, 4.34, 1.29], [-1.13, 0.95, 1.45], [-1.26, 1.70, 3.10], [1.16, 0.93, 2.75], [1.25, 2.59, 2.52], [0.32, 2.77, -0.38], [1.72, 1.83, -1.13], [1.66, 4.60, -0.64], [3.12, 3.75, -0.41], [3.41, 5.55, 1.35], [2.47, 5.94, 2.85], [1.92, 6.28, 1.27], [-2.06, -0.34, 2.87], [-1.61, -0.09, 4.17], [-2.98, -1.37, 2.85], [-2.68, 0.76, 2.45], [-0.91, -0.64, 2.12]], "relative_energy_ev": 40.7030, "homo_ev": -13.8, "lumo_ev": -4.9, "mol_weight_g_mol": 640.607, "charge": 2, "gap_ha": 0.3270}



(3)
{"formula": "C24H66ClFeN6O6", "method": "wB97M-V/def2-TZVPD", "symbols": ["Fe", "Cl", "C", "C", "C", "O", "C", "N", "H", "H", "H", "H", "H", "H", "H", "H", "H", "H", "H", "C", "C", "C", "O", "C", "N", "H", "H", "H", "H", "H", "H", "H", "H", "H", "H", "H", "C", "C", "C", "O", "C", "N", "H", "H", "H", "H", "H", "H", "H", "H", "H", "H", "H", "C", "C", "C", "O", "C", "N", "H", "H", "H", "H", "H", "H", "H", "H", "H", "H", "H", "C", "C", "C", "O", "C", "N", "H", "H", "H", "H", "H", "H", "H", "H", "H", "H", "H", "C", "C", "C", "O", "C", "N", "H", "H", "H", "H", "H", "H", "H", "H", "H", "H", "H"], "positions_angstrom": [[-0.79, 0.49, -4.38], [-0.15, -0.38, -0.85], [-2.17, -4.43, 3.15], [-3.45, -3.54, 3.20], [-3.39, -2.29, 4.15], [-4.69, -1.63, 4.15], [-4.82, -0.56, 5.08], [-3.73, -3.15, 1.87], [-2.03, -5.09, 4.01], [-1.30, -3.79, 2.97], [-2.10, -5.18, 2.36], [-4.28, -4.18, 3.52], [-2.67, -1.52, 3.89], [-3.16, -2.64, 5.15], [-4.22, 0.27, 4.70], [-4.41, -0.84, 6.05], [-5.85, -0.22, 5.12], [-4.24, -2.32, 2.14], [-2.91, -2.70, 1.48], [4.60, -5.40, -2.51], [3.63, -4.65, -3.45], [3.85, -4.95, -4.95], [3.13, -4.11, -5.88], [3.12, -4.65, -7.20], [2.29, -5.00, -3.09], [4.51, -4.93, -1.53], [5.64, -5.34, -2.82], [4.30, -6.44, -2.38], [3.78, -3.60, -3.17], [3.63, -6.00, -5.13], [4.92, -4.86, -5.13], [2.66, -5.63, -7.13], [4.13, -4.71, -7.59], [2.67, -3.97, -7.92], [2.06, -4.52, -2.23], [2.18, -5.98, -2.88], [-2.73, 6.55, 1.64], [-2.63, 5.14, 1.96], [-3.78, 4.19, 1.47], [-4.96, 4.43, 2.25], [-6.07, 3.66, 1.78], [-1.42, 4.69, 1.42], [-1.87, 7.08, 2.05], [-3.62, 6.93, 2.14], [-2.87, 6.66, 0.57], [-2.49, 5.11, 3.04], [-3.54, 3.13, 1.62], [-3.84, 4.36, 0.40], [-6.09, 3.45, 0.71], [-7.01, 4.16, 2.01], [-6.24, 2.76, 2.37], [-1.46, 4.85, 0.42], [-1.52, 3.69, 1.49], [3.54, 1.64, 5.00], [2.38, 0.78, 5.56], [1.08, 1.55, 5.79], [1.25, 2.55, 6.78], [1.29, 2.12, 8.13], [2.24, -0.26, 4.63], [3.61, 2.64, 5.43], [3.35, 1.80, 3.94], [4.48, 1.11, 5.06], [2.69, 0.39, 6.53], [0.20, 0.94, 6.01], [0.76, 1.94, 4.83], [0.27, 1.87, 8.40], [1.70, 2.90, 8.77], [1.98, 1.29, 8.24], [1.91, 0.11, 3.75], [1.55, -0.94, 4.91], [6.25, 3.62, -3.17], [5.35, 3.23, -1.96], [4.16, 4.13, -1.82], [4.59, 5.49, -1.52], [3.45, 6.31, -1.26], [4.85, 1.85, -2.28], [6.59, 4.65, -3.02], [5.62, 3.61, -4.06], [7.13, 2.98, -3.23], [5.97, 3.26, -1.06], [3.59, 3.90, -0.93], [3.43, 4.00, -2.62], [2.55, 6.27, -1.87], [3.84, 7.32, -1.20], [3.08, 5.99, -0.28], [3.98, 1.66, -1.81], [5.50, 1.19, -1.89], [-2.57, -4.56, -5.31], [-2.61, -3.04, -5.31], [-3.52, -2.54, -4.25], [-3.47, -1.09, -4.28], [-4.62, -0.52, -3.65], [-1.30, -2.55, -5.01], [-2.24, -4.95, -4.34], [-1.82, -4.96, -5.99], [-3.58, -4.90, -5.50], [-2.94, -2.57, -6.24], [-3.19, -2.90, -3.27], [-4.54, -2.87, -4.48], [-4.44, 0.55, -3.59], [-4.79, -0.91, -2.65], [-5.56, -0.50, -4.20], [-1.04, -3.04, -4.17], [-0.59, -2.90, -5.64]], "homo_ev": [-7.5, -10.4], "multiplicity": 9, "lumo_ev": [-2.7, -8.7], "mol_weight_g_mol": 626.126, "charge": 1, "gap_ha": [0.1757, 0.0612]}